ORCA calculation (wB97M-V/def2-TZVPD) on a 2-piece molecular cluster, C19H37BrNO9S3 overall in a non-equilibrium geometry.

Bonds (Å) are listed after each position.
Positions of all 70 atoms, in Å:
1 S -0.89315 -0.08872 -1.77622  H26 1.370, C43 1.843
2 H -0.58274 0.78678 2.48545  C59 1.104
3 H 1.90436 -0.17325 1.38008  C60 1.121
4 C 0.52855 3.17756 0.16704  H42 1.115, C47 1.595, H56 1.111, C67 1.567
5 H 1.28333 -1.63690 -1.58909  C39 1.118
6 C -1.00843 2.83818 -3.37917  H15 1.112, H36 1.121, H55 1.123, C69 1.566
7 C 0.21484 -2.43014 1.67588  C10 1.595, C29 1.564, H37 1.120, C53 1.578
8 C 3.22518 -3.41961 -1.56028  N13 1.470, H25 1.113, H58 1.119, C70 1.584
9 H 0.53766 -4.53840 1.31060  C29 1.118
10 C 0.36151 -1.39160 0.47479  C7 1.595, C39 1.611, C43 1.602, C60 1.576
11 H 0.33385 7.78787 -4.60064  O38 0.975
12 H -4.04573 0.46299 -0.78024  C68 1.117
13 N 4.39125 -2.56265 -1.30054  C8 1.470, H23 1.011, H57 1.012
14 O -1.12396 -4.45692 2.34923  C29 1.415, H35 0.968
15 H -1.29668 3.71466 -3.99896  C6 1.112
16 H 1.55321 -0.61909 3.32707  C27 1.101
17 H 2.45402 -1.18283 -0.38274  C39 1.116
18 C -0.42975 6.38661 -3.87181  O38 1.386, O45 1.244, O50 1.268
19 H -0.35214 -0.89097 5.77892  C51 1.109
20 Br 1.70619 -2.56767 4.95124  C27 2.003
21 H -4.86050 -1.07667 -0.36291  C68 1.106
22 H -0.85848 0.21390 4.48085  C51 1.118
23 H 5.23936 -3.04975 -1.55530  N13 1.011
24 H -3.65010 -0.97876 -1.74293  C68 1.109
25 H 3.47171 -4.50283 -1.63179  C8 1.113
26 H -1.82485 0.88846 -1.54154  S1 1.370
27 C 0.77186 -1.14152 3.90002  H16 1.101, Br20 2.003, C51 1.573, C53 1.582
28 H 0.80820 2.24756 -2.32367  C69 1.117
29 C -0.34377 -3.85046 1.33612  C7 1.564, H9 1.118, O14 1.415, O48 1.427
30 O -0.38556 -3.31202 -2.29404  S46 1.499
31 H -1.01005 2.87975 1.65560  C67 1.120
32 H 0.67380 0.58116 5.33724  C51 1.109
33 S -2.54253 -1.01386 0.49387  C43 1.840, O62 1.505, O66 1.483, C68 1.862
34 H 1.20410 0.52156 -0.06318  C60 1.121
35 H -1.86812 -3.87444 2.55907  O14 0.968
36 H -0.75814 2.01823 -4.10080  C6 1.121
37 H 1.28580 -2.57719 1.97047  C7 1.120
38 O -0.48107 7.75778 -4.06609  H11 0.975, C18 1.386
39 C 1.55182 -1.82526 -0.51994  H5 1.118, C10 1.611, H17 1.116, C70 1.556
40 H -1.32707 3.64054 -0.95108  C47 1.114
41 H 0.94518 1.63805 2.32537  C59 1.125
42 H 0.85837 3.97878 0.86901  C4 1.115
43 C -0.97158 -1.32543 -0.41175  S1 1.843, C10 1.602, S33 1.840, S46 1.877
44 H 2.59430 -3.43478 0.53623  C70 1.120
45 O -1.33660 5.86985 -3.19563  C18 1.244
46 S -1.21166 -3.06807 -1.06778  O30 1.499, C43 1.877, O48 1.602, O61 1.501
47 C -0.23524 3.82187 -1.07638  C4 1.595, H40 1.114, H54 1.109, C69 1.567
48 O -1.05933 -4.11904 0.13144  C29 1.427, S46 1.602
49 H -1.21882 -1.11247 2.84362  C53 1.107
50 O 0.57393 5.85350 -4.43407  C18 1.268
51 C 0.03735 -0.24660 4.96493  H19 1.109, H22 1.118, C27 1.573, H32 1.109
52 H 1.37737 -4.09266 -0.68425  C70 1.109
53 C -0.35701 -1.78897 2.99962  C7 1.578, C27 1.582, H49 1.107, H64 1.119
54 H 0.01493 4.90204 -1.07109  C47 1.109
55 H -1.91947 2.50145 -2.81569  C6 1.123
56 H 1.41381 2.63862 -0.23394  C4 1.111
57 H 4.41829 -2.20736 -0.35349  N13 1.012
58 H 2.73567 -3.09809 -2.51320  C8 1.119
59 C 0.16814 1.08134 1.73179  H2 1.104, H41 1.125, C60 1.539, C67 1.587
60 C 0.91167 0.02382 0.89746  H3 1.121, C10 1.576, H34 1.121, C59 1.539
61 O -2.61616 -3.25174 -1.56504  S46 1.501
62 O -3.02904 -2.21089 1.26627  S33 1.505
63 H -1.30780 1.87662 0.22305  C67 1.103
64 H -0.75330 -2.56226 3.70489  C53 1.119
65 H 0.81913 3.92912 -2.97482  C69 1.116
66 O -2.59216 0.16724 1.38880  S33 1.483
67 C -0.50480 2.24309 0.88472  C4 1.567, H31 1.120, C59 1.587, H63 1.103
68 C -3.90729 -0.64339 -0.71782  H12 1.117, H21 1.106, H24 1.109, S33 1.862
69 C 0.19668 3.17504 -2.43676  C6 1.566, H28 1.117, C47 1.567, H65 1.116
70 C 2.09765 -3.28080 -0.45608  C8 1.584, C39 1.556, H44 1.120, H52 1.109

Properties
electronic energy	-142766.6524	eV
gap between HOMO and LUMO	6.66	eV
net charge	-1
HOMO	-4.8	eV
lowest unoccupied orbital energy	0.068	Eh

Results of the natural (NBO) charge analysis, in e, for atoms 1 through 6:
1 S 0.082
2 H 0.227
3 H 0.210
4 C -0.418
5 H 0.246
6 C -0.616